1.
C3H5NO2 in the gas phase, computed with ωB97M-V/def2-TZVPD.

```
11
Properties=species:S:1:pos:R:3:lowdin_charge:R:1
N -2.230 0.341 -0.504 0.1397
C -1.099 0.563 -0.006 -0.3399
C 0.371 -1.349 0.962 0.0845
O 1.201 -0.335 0.856 -0.1394
C 1.220 0.184 -0.478 -0.2038
O 0.029 0.882 -0.732 -0.0404
H -2.162 0.314 -1.522 0.0656
H -0.977 0.619 1.077 0.1237
H 0.263 -1.457 2.066 0.0377
H 2.052 0.888 -0.542 0.1401
H 1.330 -0.650 -1.177 0.1322
```

Computed properties:
frontier orbital gap	9.268	eV
HOMO energy	-9.22	eV
ΔE to the lowest compared entry with this formula, charge and spin	112.1	kcal/mol


2.
A molecular structure, C18H45CrFN3O4 at a distorted geometry, computed with ωB97M-V/def2-TZVPD.

```
72
Properties=species:S:1:pos:R:3:lowdin_charge:R:1
Cr -0.941 -1.531 -1.553 0.7479
F -0.074 -0.090 -1.248 -0.3137
C 2.656 0.283 0.891 0.0115
C 1.800 -0.032 2.142 -0.4479
C 2.508 0.760 3.335 -0.1029
C 2.197 2.282 3.242 -0.1781
C 0.655 2.548 3.271 -0.0995
C -0.097 1.715 2.141 -0.4207
N 0.397 0.331 2.020 -0.0101
O -0.255 -0.387 0.993 -0.0732
C -1.582 1.827 2.568 -0.0400
C 0.110 2.491 0.791 0.0060
C 1.899 -1.520 2.538 -0.0251
H 2.707 1.341 0.634 0.0925
H 2.323 -0.350 0.068 0.0574
H 3.651 -0.081 1.148 0.1013
H 1.969 0.531 4.255 0.1149
H 3.554 0.544 3.552 0.1233
H 2.732 2.809 2.453 0.0972
H 2.768 2.782 4.025 0.1079
H 0.562 3.629 3.169 0.1219
H 0.188 2.260 4.214 0.1118
H -1.900 2.862 2.696 0.1054
H -2.168 1.402 1.753 0.0493
H -1.723 1.312 3.518 0.1063
H -0.655 3.247 0.617 0.0931
H 1.023 3.084 0.837 0.0917
H 0.037 1.779 -0.031 0.0438
H 1.212 -1.790 3.339 0.1105
H 2.913 -1.749 2.864 0.1069
H 1.601 -2.188 1.730 -0.0114
H -0.042 0.108 0.199 0.0484
C 1.299 -2.036 -4.523 -0.0356
C 0.394 -2.125 -3.340 -0.4085
C 1.165 -2.274 -2.031 -0.1142
O 0.326 -2.386 -0.893 -0.3364
C 1.014 -2.511 0.351 -0.0810
N -0.529 -1.021 -3.421 -0.0376
H 1.887 -2.944 -4.392 0.0943
H 2.136 -1.352 -4.385 0.0995
H 0.882 -1.867 -5.516 0.1063
H -0.134 -3.041 -3.605 0.1578
H 1.803 -1.408 -1.855 0.1469
H 1.838 -3.129 -2.076 0.1581
H 1.483 -1.545 0.538 0.0464
H 1.786 -3.280 0.392 0.1530
H 0.254 -2.636 1.123 0.1183
H -0.057 -0.131 -3.358 0.1032
H -0.779 -0.972 -4.398 0.1293
C -2.814 -0.744 1.757 -0.0371
C -2.736 -1.286 0.342 -0.2561
C -2.729 -0.159 -0.717 -0.1400
O -2.472 -0.618 -2.044 -0.2814
C -2.379 0.434 -3.034 -0.0604
N -1.373 -1.956 0.219 -0.0809
H -2.251 0.161 1.980 -0.0017
H -2.356 -1.512 2.380 0.1105
H -3.829 -0.509 2.077 0.1082
H -3.556 -1.976 0.145 0.1545
H -2.061 0.660 -0.451 0.1264
H -3.767 0.143 -0.857 0.1525
H -1.397 0.896 -3.142 0.0249
H -3.171 1.152 -2.822 0.1281
H -2.590 -0.050 -3.988 0.1165
H -0.946 -1.372 0.924 -0.0762
H -1.411 -2.900 0.576 0.1328
C -0.646 2.593 -2.554 -0.1536
O 0.496 1.838 -2.126 -0.1142
H -0.403 3.621 -2.824 0.0971
H -1.322 2.175 -3.301 0.0458
H -1.293 2.787 -1.699 0.0802
H 0.210 1.074 -1.620 -0.1020
```

Computed properties:
multiplicity	5
frontier orbital gap (alpha / beta)	6.863 / 9.033	eV
HOMO energy (alpha / beta)	-8.98 / -11.32	eV
ΔE to the lowest compared entry with this formula, charge and spin	322.2	kcal/mol
net charge	+1


3.
2 unconnected molecules or ions with the total composition C7H14N3S2 at a distorted geometry, computed with ωB97M-V/def2-TZVPD.

```
26
Properties=species:S:1:pos:R:3:lowdin_charge:R:1
C 2.740 -1.121 0.043 -0.1310
C 2.651 0.010 1.121 -0.0912
C 1.892 0.844 -1.025 -0.1446
C 1.739 -0.648 -1.053 -0.2510
C 1.618 1.036 0.432 -0.2344
C 0.316 -0.698 -0.466 -0.1034
C 0.243 0.304 0.451 -0.0805
N -2.966 -0.584 -0.593 -0.7660
N -4.615 0.421 1.313 -0.2868
N -2.632 2.088 -0.819 -0.2150
S -4.037 -0.961 0.501 0.9422
S -2.206 0.531 -1.337 1.0620
H 3.784 -1.297 -0.234 0.1154
H 2.451 -2.101 0.364 0.0981
H 2.158 -0.418 2.017 0.1168
H 3.655 0.443 1.197 0.1147
H 2.822 1.228 -1.231 0.1064
H 1.115 1.330 -1.575 0.1084
H 1.843 -1.240 -1.905 0.1198
H 1.716 1.938 0.900 0.1045
H -0.339 -1.510 -0.534 0.0760
H -0.505 0.381 1.229 0.1002
H -4.334 0.681 2.215 0.0266
H -5.602 0.621 0.977 0.0827
H -2.372 2.934 -1.366 0.0929
H -3.566 2.239 -0.472 0.0374
```

Computed properties:
frontier orbital gap	6.600	eV
HOMO energy	-12.18	eV
ΔE to the lowest compared entry with this formula, charge and spin	43.8	kcal/mol
net charge	+1


4.
2 unconnected molecules or ions with the total composition C3H4BrNS at a distorted geometry, computed with ωB97M-V/def2-TZVPD.

```
10
Properties=species:S:1:pos:R:3:lowdin_charge:R:1
C -0.305 2.086 -0.225 -0.3108
C 1.283 -0.784 0.384 -0.3377
C -1.282 -0.433 -0.267 -0.9990
N -0.308 3.249 -0.381 -0.1337
S -0.383 -1.205 0.955 0.8795
Br -3.102 -0.603 -0.383 0.8063
H 1.916 -1.703 0.578 0.0729
H 1.734 -0.010 1.017 0.0611
H 1.117 -0.509 -0.590 -0.0119
H -0.669 -0.088 -1.086 -0.0266
```

Computed properties:
frontier orbital gap (alpha / beta)	6.966 / 6.965	eV
HOMO energy (alpha / beta)	-9.12 / -9.12	eV
ΔE to the lowest compared entry with this formula, charge and spin	87.1	kcal/mol